Entry 1:
DFT (ωB97M-V/def2-TZVPD) results for a structure of composition C49H59N11OS4TeV.

For the highest occupied orbital energy (spin up / spin down), the calculation gives -10.80 / -10.80 eV. As for the LUMO energy (spin up / spin down): -5.5 / -4.9 eV. As for the net charge: +2. The spin multiplicity is 2. The calculation puts the HOMO-LUMO gap (spin up / spin down) at 5.321 / 5.882 eV.

Positions of all 126 atoms, in Å:
C1 3.8122 -0.5337 0.7633
H1 -0.5536 -2.3126 -0.3517
H2 3.0753 0.9997 -0.9858
N1 -4.5825 -2.5744 -0.8195
H3 -5.5410 -4.1399 -3.6595
C2 -2.0673 7.0647 -3.4574
C3 -4.5544 -0.8455 3.6392
C4 -4.9122 -3.4019 -3.1533
N2 -3.8184 1.2502 2.6958
N3 -3.3569 -1.2983 3.0953
H4 0.8286 -2.9133 -1.2466
H5 -1.2275 1.9270 4.4371
C5 3.9463 2.2642 -5.5163
C6 2.1381 -4.4042 3.1070
C7 6.5840 -0.5946 0.4563
H6 8.3766 -1.1898 -0.5756
C8 4.4743 2.7393 -3.2217
H7 0.7107 4.5839 0.5604
C9 -5.1772 -2.0279 -3.7604
H8 -2.0976 7.0718 -1.3115
C10 4.3799 -1.4205 -0.1649
H9 5.7029 3.3165 -4.8819
H10 3.2599 -3.2312 -0.5062
H11 3.1789 -2.5939 4.5976
H12 -2.2103 5.1479 0.0392
H13 -3.2451 -3.9739 -4.3945
N4 1.6704 2.5285 -0.9704
C11 5.7619 -1.4285 -0.2941
C12 3.5824 -2.3392 -1.0466
C13 -3.1760 -2.5819 3.3223
H14 -2.7660 -3.0451 -2.9929
N5 -3.0445 -1.5851 0.2794
H15 -2.9217 3.7004 -0.7033
H16 4.1261 -2.1217 3.1816
H17 6.2102 -2.1046 -1.0130
C14 -5.6144 1.4049 4.1512
H18 0.1807 -5.5572 0.6295
H19 -1.2607 -2.6974 2.6776
H20 3.7333 2.6112 -0.7756
N6 -2.0871 -3.2530 2.8722
C15 2.2488 -3.0658 2.7340
H21 0.2522 -7.0678 2.8857
H22 -3.2250 -4.7581 -2.8240
S1 -2.2133 1.3247 -0.4104
N7 -0.8498 3.6520 -0.5046
H23 -2.6735 -3.5208 -0.5372
C16 0.1147 -3.1665 -0.4612
H24 -6.2564 -1.7071 4.7213
H25 2.1092 1.2066 -5.8424
H26 4.1894 2.3278 -6.5686
N8 -5.0920 -1.4160 -0.3997
C17 1.5800 -2.6383 1.5828
C18 8.0773 -0.6586 0.3259
C19 -2.0575 4.2980 -3.2499
C20 -3.4563 -3.8209 -3.3370
C21 0.7462 -4.8556 1.2342
H27 1.5457 1.0703 -3.4516
C22 3.3128 2.1055 -2.7998
C23 1.2935 -6.7569 2.7884
H28 -6.3983 1.1418 4.8408
H29 3.0107 1.4636 2.5431
C24 -2.0878 4.3940 -0.7461
H30 1.7924 -6.9355 3.7389
C25 -0.7066 2.2872 -0.5168
C26 -5.3729 -3.4598 -1.6975
C27 -3.3220 -2.6768 -0.3855
C28 -1.1168 0.9031 4.7928
H31 -1.8750 -4.1495 3.2819
H32 -3.4303 4.3874 2.0473
N9 -3.1689 3.4200 2.1299
S2 -4.4756 -3.3168 4.1690
H33 -2.0739 8.1437 -3.5355
C29 5.9848 0.2988 1.3313
C30 2.4644 1.5567 -3.7591
C31 0.8147 -3.5308 0.8190
H34 4.1903 -2.6625 -1.8894
C32 -3.9837 2.5609 2.7502
H35 -4.5944 -1.2529 -3.2547
C33 3.1158 -2.1829 3.5917
N10 -1.1523 0.2290 2.4249
H36 2.7023 -1.8399 -1.4528
C34 2.9845 2.0279 -1.3237
V1 -2.5667 0.0128 1.5972
H37 -2.0564 3.2159 -3.1669
C35 -2.0770 5.0762 -2.0938
H38 2.7346 -1.1649 3.6976
H39 -2.0290 4.2891 -5.3908
H40 -2.5722 3.0346 1.4047
H41 0.0851 5.4720 -0.8392
H42 6.6052 0.9833 1.9003
O1 0.2358 -0.8505 3.8637
C36 -5.3000 -1.7968 4.2345
H43 5.1399 3.1781 -2.4859
H44 -6.3949 -3.1010 -1.5961
C37 -4.7452 0.5994 3.5167
H45 -6.2307 -1.7537 -3.6992
H46 -0.4433 0.8618 5.6452
H47 8.5137 0.3395 0.3004
C38 -2.0403 4.8984 -4.4965
H48 2.3372 4.4603 -1.2811
C39 2.7773 1.6348 -5.1061
C40 -2.0452 6.2852 -4.6020
C41 4.0946 1.3916 2.4738
H49 1.7535 -7.4042 2.0403
Te1 1.7685 -0.5502 1.2235
C42 1.4102 3.8906 -1.3634
C43 1.3945 -5.3161 2.3769
H50 2.6541 -4.7343 4.0011
H51 8.5097 -1.1815 1.1811
C44 -2.0802 6.4587 -2.2066
H52 -2.1035 0.5489 5.1003
C45 4.6052 0.3552 1.5037
H53 4.4743 1.1933 3.4775
H54 -2.0352 6.7536 -5.5770
H55 -0.4567 -4.0226 -0.8216
C46 -0.5938 0.0134 3.7058
N11 -4.1642 -0.8280 0.2433
C47 0.3470 4.4831 -0.4667
H56 -4.8897 -2.0142 -4.8111
S3 -5.2909 3.0557 3.7551
C48 0.5359 1.7200 -0.7341
C49 4.7950 2.8168 -4.5706
H57 4.4573 2.3770 2.1793
H58 -5.3120 -4.4644 -1.2796
S4 0.6662 0.0210 -0.9165
H59 1.0666 3.9620 -2.4048



Entry 2:
DFT (ωB97M-V/def2-TZVPD) results for an isolated molecule of C26H37N7O3.

As for the structure (SMILES): COCCn1nnnc1C1(N(Cc2cc3cc(C)ccc3[nH]c2=O)C[C@H]2CCCO2)CCN(C)CC1. For the highest occupied orbital energy, the calculation gives -8.24 eV. As for the LUMO energy: 0.2 eV. The spin multiplicity is 1. The calculation puts the HOMO-LUMO gap at 8.417 eV.

Positions of all 73 atoms, in Å:
N1 1.0429 -2.4194 -3.2760
H1 -2.5044 1.8109 3.3961
H2 0.5117 3.1006 -2.3686
C1 1.4410 -1.1038 0.2139
H3 -4.5521 -4.8276 -3.8646
C2 1.6631 -1.8738 -2.1775
O1 -1.9386 -0.1056 3.5778
H4 1.2266 1.8210 4.2268
C3 3.4882 1.9370 2.8497
H5 1.6167 -2.4930 -4.1079
H6 -4.9411 -3.1816 -4.3484
H7 1.8763 -0.8000 2.8142
H8 3.0323 2.9336 2.9633
N2 -1.0807 3.4947 1.7818
H9 -2.1090 1.9413 -3.4099
H10 2.0278 0.7119 -1.3994
C4 -2.4948 0.9080 2.7793
H11 2.5315 -1.1624 0.0880
H12 -1.1902 0.2994 1.1240
C5 1.4858 0.9505 1.6134
H13 1.5930 0.2659 5.0027
C6 -0.4894 -2.0882 -1.0426
H14 1.1448 -1.6803 1.0925
C7 -1.0708 2.2427 -3.5550
H15 -0.7842 0.3866 -4.7086
N3 1.0531 3.4258 1.8681
H16 4.8430 1.7469 5.0895
C8 1.1847 1.0826 -0.8058
H17 -2.3990 1.5566 0.7225
H18 -4.9539 -3.6222 -2.6365
H19 -1.1142 -1.9758 -0.1655
C9 -0.2393 1.0564 -4.0375
H20 4.5723 2.0615 2.7803
N4 3.2070 1.0898 3.9962
H21 -1.0349 3.0840 -4.2425
C10 2.9857 1.3019 1.5559
H22 -3.3410 -1.5658 3.1448
N5 0.9846 0.2748 0.3975
H23 -1.8102 -2.0813 3.9003
C11 -2.2555 -1.4134 3.1660
O2 2.8466 -1.5858 -2.2228
C12 -0.8380 -3.2092 -4.5594
H24 3.5367 0.3774 1.3785
H25 -3.0641 -2.8385 -1.4315
C13 -2.1729 -3.5359 -4.6120
C14 1.2818 0.1098 2.8854
H26 -0.2136 -3.3103 -5.4354
C15 3.7653 1.6452 5.2088
C16 -1.7050 1.1921 1.4848
C17 -1.0926 -2.6033 -2.2285
H27 -1.8466 -1.6464 2.1758
C18 -4.4465 -3.7803 -3.5845
C19 -0.4055 2.5302 -2.2136
C20 0.8073 -1.7170 -1.0019
C21 -0.0627 1.1213 -1.7119
N6 -0.0295 4.1884 1.8991
C22 -2.9974 -3.4109 -3.4876
H28 -2.5988 -3.8966 -5.5370
O3 0.1141 0.3216 -2.8791
H29 3.3453 2.6326 5.4573
H30 0.2349 -0.1492 3.0263
H31 -1.0428 3.0720 -1.5181
H32 -3.5307 0.6525 2.5183
H33 -0.9163 0.7032 -1.1595
C23 0.6440 2.1844 1.7285
H34 0.6730 1.4019 -4.5439
H35 3.5688 0.9643 6.0361
C24 1.7797 0.8707 4.1114
H36 3.1886 1.9910 0.7368
H37 1.4087 2.1084 -0.5091
C25 -2.4466 -2.9465 -2.3123
C26 -0.2801 -2.7398 -3.3683
N7 -0.7139 2.2124 1.6706



Entry 3:
DFT (ωB97M-V/def2-TZVPD) results for a structure of composition C9H37LiN14O12.

For the highest occupied orbital energy, the calculation gives -9.24 eV. As for the LUMO energy: -1.1 eV. The spin multiplicity is 1. The calculation puts the HOMO-LUMO gap at 8.118 eV.

Positions of all 73 atoms, in Å:
H1 3.8314 -3.7507 2.2032
H2 -5.4348 0.2044 -1.8768
N1 3.3133 -3.4488 3.0159
O1 1.6300 3.1425 4.2047
O2 -2.6528 -3.8740 0.9400
H3 -2.0074 -2.8598 3.8175
H4 3.9898 2.3710 -1.5493
H5 -0.3548 -2.9198 2.9002
O3 -0.7898 -0.0021 -5.0606
N2 4.0308 1.6160 -0.8797
H6 -6.3384 2.6118 -0.1632
H7 3.3616 3.1529 1.8498
H8 3.3259 -3.9328 3.9023
H9 -5.1110 2.8146 1.0045
C1 2.2273 -2.6880 -3.3715
O4 -1.4574 -3.8516 -2.7266
C2 2.8840 -2.1681 3.0084
O5 -1.0714 0.6926 -0.4588
O6 4.3803 0.8879 1.1701
H10 1.5167 -1.2433 -0.9612
N3 3.5693 2.9008 0.8941
H11 -6.5102 1.6022 -1.5784
H12 -3.4952 -3.5678 3.2766
H13 -1.8045 4.3227 -2.3484
C3 4.0293 1.7736 0.4233
N4 -5.6987 1.0377 -1.3709
N5 -2.5023 -3.4332 3.1495
N6 1.0402 1.8589 2.4459
C4 -0.3532 -0.1958 -0.9808
C5 -4.9310 1.3000 -0.3722
H14 3.5509 -2.1645 1.0907
H15 -1.4111 -3.0061 -2.2802
H16 1.5072 0.3212 -0.2151
H17 0.4852 -3.3726 -2.5241
N7 -0.4458 2.8086 3.6691
N8 1.5246 -1.7392 -3.7637
Li1 -2.6145 -0.0567 -1.5574
N9 -0.7664 -3.1579 2.0091
C6 0.9088 -0.5805 -0.3454
C7 -0.1303 4.0550 -1.4663
H18 0.6462 -1.5522 -3.3017
H19 1.4843 3.2587 -0.7786
N10 -5.4026 2.3823 0.1395
O7 -2.2660 0.9895 2.0491
N11 1.4846 -3.4669 -2.6353
H20 -1.0281 2.5203 2.8959
H21 -0.6253 3.5813 4.2942
H22 2.0135 -1.1005 -4.3746
H23 3.5389 3.6521 0.2198
O8 2.3261 -1.5736 3.8950
H24 -0.3100 -2.9647 1.1291
C8 -2.0208 -3.5383 1.9269
H25 -1.4550 2.6395 -2.0255
H26 -0.8860 -0.1774 -4.1245
N12 0.5030 3.0733 -0.9295
O9 3.3855 -2.9228 -3.6339
O10 0.2597 5.1701 -1.6089
H27 -2.2844 -3.8239 -3.2078
O11 -0.7560 -0.8746 -1.9907
H28 0.2775 1.4756 1.9062
H29 1.9181 -4.3624 -2.4612
H30 -3.1956 0.8701 1.8547
H31 0.1290 0.2448 -5.1654
H32 0.6925 -1.0722 0.6031
C9 0.8079 2.6891 3.4465
H33 0.0800 2.1620 -1.0326
H34 -1.8348 0.9456 1.1956
H35 3.0035 -0.6483 1.8953
N13 -1.2416 3.6179 -1.8940
O12 -3.9450 0.6337 -0.1413
H36 1.9519 1.6321 2.0752
N14 3.1277 -1.6496 1.8495
H37 4.3959 0.7283 -1.1943



Entry 4:
DFT (ωB97M-V/def2-TZVPD) results for a structure of composition C2H20B3N4NiO2.

For the highest occupied orbital energy (spin up / spin down), the calculation gives -4.82 / -4.76 eV. As for the LUMO energy (spin up / spin down): 2.7 / 2.7 eV. As for the net charge: -1. The spin multiplicity is 3. The calculation puts the HOMO-LUMO gap (spin up / spin down) at 7.535 / 7.471 eV.

Positions of all 32 atoms, in Å:
H1 8.0639 2.2529 14.0349
B1 10.4122 0.2055 14.2928
H2 10.5237 -0.9194 14.5407
O1 11.1603 2.1948 12.0113
H3 11.4462 0.7309 14.3475
Ni1 9.9093 2.3813 13.6411
H4 11.0017 2.3384 16.1832
N1 9.5345 6.4125 13.8751
H5 9.6222 0.7678 14.9302
B2 7.6646 1.9576 13.0034
H6 13.5300 1.8326 12.5332
H7 7.0580 0.9761 13.1058
H8 11.0753 4.2581 15.9792
H9 7.0019 2.7672 12.4923
H10 12.3022 0.8698 9.4266
H11 8.5525 1.7189 12.2857
H12 7.9698 6.7165 12.0162
B3 10.8027 3.2398 15.4897
H13 9.0996 7.3059 13.7454
N2 13.3078 1.5448 11.5954
H14 11.4316 2.9925 14.5670
H15 10.6430 1.3876 9.8427
H16 10.0613 0.3193 13.1884
H17 8.0503 5.0541 11.3780
H18 10.3667 6.3301 14.4331
O2 9.8479 4.3851 12.9206
N3 8.3186 5.7804 12.0186
C1 9.3069 5.4831 12.8906
H19 13.9456 1.2467 10.8891
N4 11.6212 1.2709 10.0386
H20 9.6942 3.3323 15.2239
C2 12.0056 1.7436 11.2513



Entry 5:
DFT (ωB97M-V/def2-TZVPD) results for an isolated molecule of C4H3ClN2S.

As for the structure (SMILES): N#CC(=S)N/C=C/Cl. For the highest occupied orbital energy, the calculation gives -8.99 eV. As for the LUMO energy: -1.4 eV. The spin multiplicity is 1. The calculation puts the HOMO-LUMO gap at 7.543 eV.

Positions of all 11 atoms, in Å:
S1 -2.8693 0.1227 -1.3960
C1 1.5396 -0.0402 0.6012
C2 0.7109 0.9550 0.2200
H1 1.0911 2.0056 0.4644
H2 1.0918 -1.0754 0.5951
H3 -0.9919 1.5351 -0.4471
C3 -1.0703 -1.5917 -0.1373
N1 -0.5894 0.7204 -0.2907
C4 -1.4059 -0.2865 -0.5927
Cl1 3.2341 0.2759 0.8228
N2 -0.7405 -2.6208 0.1603



Entry 6:
DFT (ωB97M-V/def2-TZVPD) results for a structure of composition CH2BaF3O4S.

For the highest occupied orbital energy (spin up / spin down), the calculation gives -5.17 / -9.93 eV. As for the LUMO energy (spin up / spin down): -0.6 / -0.7 eV. The spin multiplicity is 2. The calculation puts the HOMO-LUMO gap (spin up / spin down) at 4.566 / 9.239 eV.

Positions of all 12 atoms, in Å:
O1 -0.5515 1.0148 1.3987
C1 0.2076 -1.0757 -1.1466
F1 -0.5541 -1.2784 -2.2115
O2 -1.8562 -0.1211 -0.1423
H1 0.8035 1.0588 1.8671
F2 1.4361 -0.8584 -1.6034
F3 0.1859 -2.1601 -0.3842
S1 -0.4313 0.3808 -0.1488
Ba1 -3.0698 0.5373 2.1974
H2 2.2790 0.5333 0.2254
O3 -0.1495 1.4997 -1.0462
O4 1.7002 0.4690 0.9945



Entry 7:
DFT (ωB97M-V/def2-TZVPD) results for a structure of composition CH2F4N3P3.

For the highest occupied orbital energy, the calculation gives -8.71 eV. As for the LUMO energy: -2.1 eV. The spin multiplicity is 1. The calculation puts the HOMO-LUMO gap at 6.649 eV.

Positions of all 13 atoms, in Å:
N1 -1.9784 0.3952 -0.5338
P1 -0.4695 -0.8704 -1.5963
N2 0.6682 -0.6731 -0.5145
F1 -0.7571 2.4218 -1.0616
H1 2.0689 0.5398 2.4201
H2 -0.2695 0.4130 -2.5892
P2 -1.4040 1.6978 0.2215
C1 -2.8636 -0.4329 0.1573
F2 -3.2496 0.1611 1.2970
F3 -3.9377 -0.6252 -0.6192
P3 1.9506 -0.4853 0.4743
F4 -2.4201 -1.7063 0.5068
N3 1.3159 0.2802 1.6602



Entry 8:
DFT (ωB97M-V/def2-TZVPD) results for an isolated molecule of C4H7N3.

As for the structure (SMILES): [H]/N=C1\CCN\C1=N\[H]. For the highest occupied orbital energy, the calculation gives -9.11 eV. As for the LUMO energy: 0.7 eV. The spin multiplicity is 1. The calculation puts the HOMO-LUMO gap at 9.787 eV.

Positions of all 14 atoms, in Å:
C1 1.0558 -1.0380 0.2047
C2 0.5636 -0.3147 -1.0562
N1 -1.6350 0.7477 1.6905
N2 -0.8215 1.7996 -0.9835
H1 1.3103 -2.0845 0.0172
H2 1.9464 -0.5300 0.6051
H3 -0.4100 1.9546 -1.9072
H4 0.0046 -1.0051 -1.6998
H5 -2.0439 1.5774 1.2581
H6 1.3655 0.1374 -1.6461
C3 -0.3987 0.7097 -0.4975
N3 -0.0902 -0.9246 1.0958
C4 -0.8114 0.2320 0.8732
H7 -0.0354 -1.2615 2.0458



Entry 9:
DFT (ωB97M-V/def2-TZVPD) results for a cluster of 6 separate species, C6H24N12O6 in total.

As for the structure (SMILES): NC(N)=O.NC(N)=O.NC(N)=O.NC(N)=O.NC(N)=O.NC(N)=O. For the highest occupied orbital energy, the calculation gives -9.10 eV. As for the LUMO energy: 0.2 eV. The spin multiplicity is 1. The calculation puts the HOMO-LUMO gap at 9.266 eV.

Positions of all 48 atoms, in Å:
C1 1.1949 -0.2868 0.5778
H1 0.2900 2.4120 -2.9314
O1 -0.2544 -1.4085 5.0054
H2 -0.3298 -3.9799 -0.3650
H3 -0.6303 -0.6640 -3.1803
C2 -0.3158 -3.5318 -2.2348
H4 -0.8595 1.1382 2.8414
C3 -0.0536 -2.1892 4.0450
H5 -3.3043 -0.4059 4.0300
H6 -0.3451 -0.8022 1.5558
N1 3.8245 4.4061 -2.5902
N2 -0.0331 -0.2108 0.7988
O2 1.8931 -1.2243 0.9492
N3 -1.3227 -0.1919 -2.6167
H7 0.8340 -2.7534 -0.6738
N4 -1.2642 -4.3520 -2.3932
H8 -0.7506 -3.0359 2.4348
H9 4.1817 4.1386 -1.6842
H10 4.1469 5.1063 -3.2429
H11 1.8464 -1.8807 3.9634
H12 -1.8588 -2.0784 3.3790
O3 -2.9166 2.6548 3.7313
H13 -2.0419 -0.6711 -2.0940
C4 -0.9855 0.9396 -2.2518
H14 -4.3688 0.8029 4.5987
H15 1.2507 -2.5383 2.4791
H16 2.5132 0.8924 -0.4447
H17 0.8284 1.4026 -0.3914
H18 0.2657 1.0908 -3.9383
C5 -2.6460 1.4309 3.8576
N5 0.1467 -3.3973 -1.0386
N6 1.5481 0.7195 -0.2026
O4 1.9079 3.2406 -2.1801
H19 -0.4157 0.6411 0.4140
O5 0.1152 -2.9317 -3.2116
N7 1.0666 -2.2242 3.4212
N8 -3.4365 0.5594 4.2959
N9 2.2130 4.4800 -3.9456
H20 -1.2388 -5.2248 -1.8855
C6 2.6293 3.9768 -2.8800
H21 1.2554 4.3783 -4.2503
N10 -1.5715 0.7592 3.4492
H22 -1.6318 -4.5008 -3.3221
N11 -0.1354 1.5143 -3.1138
O6 -1.6000 1.5022 -1.3407
H23 -1.5500 -0.2329 3.6375
N12 -0.9811 -2.5723 3.3020
H24 2.8898 5.1024 -4.3635



Going through the records in order, we get calculated total energy values of -5384.522650 -1621.926906 -2042.371353 -2040.489976 -1122.031776 -1063.389047 -1627.078001 -320.877585 -1351.593810 a.u..
Going through the records in order, we get strongest force on any atom values of 1.6 1.4 8.2 2.4 5.3 5.0 3.7 0.4 8.9 eV/A.